Below is an isolated ion of composition C6H13N2OS and charge +1 at a distorted geometry, with properties calculated with ωB97M-V with the def2-TZVPD basis set.

Values from the calculation:
**Orbital gap**: 10.62 eV
**Charge**: +1
**Energy**: -22288.332 eV
**Energy above the lowest of the compared OMol25 structures with the same formula, charge and spin**: 25.8 kcal/mol
**Highest occupied orbital energy**: -13.544 eV

Each line ends with the Löwdin charge.
CARTESIAN COORDINATES (ANGSTROEM)
C -0.51831 -1.05820 1.10997  -0.65
C -1.04748 1.37591 1.19097  -0.35
C -0.05297 1.00443 0.05604  -0.48
C 0.93754 2.00353 -0.24165  -0.02
C 0.56740 -3.40867 0.91591  -0.03
C -0.96194 0.79930 -1.27705  -0.20
N 0.39455 -0.32823 0.55682  0.11
N -0.45627 -2.39470 1.34009  -0.02
O -0.12828 1.05142 -2.34816  -0.04
S -1.83702 -0.17423 1.73809  1.08
H -0.54459 1.78270 2.04736  0.08
H -1.71147 2.30107 0.85405  0.16
H 1.64093 1.47834 -0.77773  0.07
H 1.45410 2.35311 0.66003  0.12
H 0.73117 2.83440 -0.88049  0.11
H 0.60374 -4.13427 1.68450  0.07
H 0.19757 -3.77069 -0.12921  0.13
H 1.63906 -3.17072 0.83845  0.09
H -1.86109 1.44487 -1.17956  0.13
H -1.49949 -0.17029 -1.41828  0.13
H 1.26423 -0.85814 0.23799  0.21
H -1.26129 -2.73449 1.99760  0.19
H -0.56961 1.27637 -3.17429  0.12

Forces on atoms 1 to 3 (eV/Å):
C -0.24 -2.38 1.44
C -0.70 2.35 -0.87
C -4.93 -1.46 -0.34

Below is an isolated ion of composition C6H13N2OS and charge +1 at a distorted geometry, with properties calculated with ωB97M-V with the def2-TZVPD basis set.

Values from the calculation:
**Orbital gap**: 10.33 eV
**Charge**: +1
**Energy**: -22287.379 eV
**Energy above the lowest of the compared OMol25 structures with the same formula, charge and spin**: 47.8 kcal/mol
**Highest occupied orbital energy**: -13.929 eV

Each line ends with the Löwdin charge.
CARTESIAN COORDINATES (ANGSTROEM)
C -0.40610 -0.64200 -2.42664  -0.04
C -0.74770 0.76027 -2.05103  -0.49
N -1.33428 1.47680 -2.86477  0.19
C -0.39423 1.28052 -0.66221  -0.28
S 1.34996 0.93600 -0.27920  1.19
C 1.54004 0.28357 1.39777  -0.35
C 0.94703 -1.09191 1.61316  -0.14
C -0.55344 -1.13563 1.43099  -0.56
N -1.41268 -0.36993 2.29135  0.13
O -1.01158 -1.76317 0.57041  0.16
H -0.23007 -1.22956 -1.53383  0.05
H -1.17787 -1.06360 -3.04368  0.10
H 0.51148 -0.66301 -3.00346  0.09
H -1.53006 2.41068 -2.50192  0.08
H -1.07970 0.87856 0.07555  0.09
H -0.49045 2.35108 -0.63393  0.09
H 1.67746 -0.11707 -1.05745  0.04
H 1.19886 1.00553 2.11974  0.10
H 2.60629 0.21134 1.55266  0.10
H 1.17625 -1.38786 2.63258  0.14
H 1.38731 -1.83856 0.97487  0.13
H -1.50549 -0.87192 3.17340  0.11
H -0.99469 0.53106 2.51102  0.08

Forces on atoms 1 to 3 (eV/Å):
C 0.62 0.02 0.64
C 0.68 -0.91 0.61
N -1.18 1.52 -1.11

Below is an isolated ion of composition C6H13N2S and charge +1 at a distorted geometry, with properties calculated with ωB97M-V with the def2-TZVPD basis set.

Values from the calculation:
**Orbital gap**: 10.23 eV
**Charge**: +1
**Energy**: -20240.093 eV
**Energy above the lowest of the compared OMol25 structures with the same formula, charge and spin**: 55.1 kcal/mol
**Highest occupied orbital energy**: -13.152 eV
**SMILES string**: CC1=N[C@@H]([NH+](C)C)SC1

Each line ends with the Löwdin charge.
CARTESIAN COORDINATES (ANGSTROEM)
C 1.81601 -0.25365 -0.24860  -0.36
C 2.08395 1.23943 0.09252  -0.40
C -0.32878 0.55384 -0.64201  -0.47
C 2.77835 -1.16495 0.27901  -0.03
C -2.61888 0.98927 0.22137  0.01
C -1.89609 -1.24026 -0.23119  -0.05
N 0.63466 -0.53515 -0.57364  0.07
N -1.49733 0.07997 0.15404  -0.23
S 0.57899 2.16989 -0.16069  0.94
H 2.49817 1.41130 1.04503  0.07
H 2.78541 1.61336 -0.58489  0.07
H -0.72815 0.71808 -1.69237  0.15
H 3.23986 -0.80590 1.25069  0.12
H 3.70144 -1.11471 -0.33376  0.11
H 2.71245 -2.23460 0.42607  0.09
H -2.23389 1.88866 0.70803  0.11
H -2.93058 1.07709 -0.77817  0.11
H -3.41580 0.66190 0.77600  0.09
H -2.50624 -1.52632 -1.14949  0.15
H -0.91272 -1.78408 -0.24516  0.10
H -2.56329 -1.72293 0.52065  0.12
H -1.19755 -0.02025 1.16655  0.22

Forces on atoms 1 to 3 (eV/Å):
C -1.70 2.51 2.29
C -0.80 -0.94 -0.94
C 1.60 0.63 -2.02

Below is a single C6H13N3 molecule at a distorted geometry, with properties calculated with ωB97M-V with the def2-TZVPD basis set.

Values from the calculation:
**Orbital gap**: 10.00 eV
**Energy**: -10901.252 eV
**Energy above the lowest of the compared OMol25 structures with the same formula, charge and spin**: 49.8 kcal/mol
**Highest occupied orbital energy**: -9.044 eV
**SMILES string**: [H]/N=C\NN1CC[C@@H]1CC

Each line ends with the Löwdin charge.
CARTESIAN COORDINATES (ANGSTROEM)
C 1.57965 -1.75115 -0.54134  -0.09
C 1.38647 -0.96942 0.78284  -0.20
C 0.76352 0.41194 0.64140  -0.34
C 1.24316 1.39663 -0.40727  -0.10
C -0.29362 1.71462 -0.61344  -0.12
C -2.77701 -0.35879 0.29659  -0.34
H 1.96467 -2.75119 -0.34019  0.07
H 0.60585 -1.79807 -1.03173  0.06
H 2.20846 -1.16499 -1.20349  0.06
H 2.37586 -0.90348 1.25733  0.11
H 0.74382 -1.54860 1.45171  0.11
H 0.73316 0.86395 1.65267  0.15
H 1.65404 0.98362 -1.33434  0.10
H 1.91592 2.25922 -0.16773  0.12
H -0.62940 2.59808 0.02142  0.12
H -0.76929 1.79955 -1.60407  0.11
H -1.88168 1.05667 1.42132  0.13
H -3.68515 -0.24765 0.89269  0.11
H -1.98122 -1.17961 -1.22587  0.03
N -0.56172 0.38776 -0.00295  -0.13
N -1.69333 0.27203 0.80978  0.00
N -2.90217 -1.07113 -0.75532  0.06

Forces on atoms 1 to 3 (eV/Å):
C -0.89 0.91 0.63
C 0.60 -0.52 -0.34
C 0.38 -1.18 0.70

Below is a single C6H13N3 molecule at a distorted geometry, with properties calculated with ωB97M-V with the def2-TZVPD basis set.

Values from the calculation:
**Orbital gap**: 9.04 eV
**Energy**: -10901.414 eV
**Energy above the lowest of the compared OMol25 structures with the same formula, charge and spin**: 46.1 kcal/mol
**Highest occupied orbital energy**: -8.222 eV
**SMILES string**: [H]/N=C(\C=C(\C)N)[C@H](C)N

Each line ends with the Löwdin charge.
CARTESIAN COORDINATES (ANGSTROEM)
C 1.80093 -0.09524 0.28363  -0.44
C 2.50900 -0.23350 -1.05047  -0.07
C -2.75001 1.54045 0.58999  -0.04
C 0.36272 -0.75484 0.31277  -0.38
C -1.68371 0.64006 0.03729  -0.40
N 2.37160 -0.88540 1.34622  0.02
N -1.77388 0.41344 -1.31981  0.11
C -0.67074 0.18423 0.79592  -0.05
N 0.18378 -1.76814 -0.46411  0.13
H 1.73158 0.94465 0.61084  0.13
H 2.66579 -1.78476 0.96628  0.07
H 1.36099 -1.22378 1.82263  0.14
H -2.69097 0.46109 -1.73421  0.09
H -1.16698 -0.30184 -1.69555  0.08
H -0.71742 -2.22584 -0.33616  0.06
H -0.51528 0.59396 1.78286  0.10
H 2.00584 0.37110 -1.80128  0.08
H 2.51285 -1.27184 -1.37070  0.06
H 3.54383 0.08745 -0.93902  0.08
H -3.73650 1.09654 0.44044  0.08
H -2.74001 2.49913 0.06976  0.08
H -2.60342 1.71308 1.65269  0.08

Forces on atoms 1 to 3 (eV/Å):
C -1.70 -1.04 -0.51
C 0.02 0.09 0.47
C 0.24 0.18 -0.10

Below is a single C6H13N3 molecule at a distorted geometry, with properties calculated with ωB97M-V with the def2-TZVPD basis set.

Values from the calculation:
**Orbital gap (spin up / spin down)**: 8.26 / 8.22 eV
**Energy**: -10896.212 eV
**Energy above the lowest of the compared OMol25 structures with the same formula, charge and spin**: 166.0 kcal/mol
**Highest occupied orbital energy (spin up / spin down)**: -7.741 / -7.644 eV

Each line ends with the Löwdin charge.
CARTESIAN COORDINATES (ANGSTROEM)
C -0.91266 0.92724 0.95879  -0.08
C -0.45591 1.16830 -0.47021  -0.19
C -1.33998 0.10603 -0.11019  -0.23
C -2.56393 -0.57469 -0.69250  -0.05
C 2.01978 1.38650 0.05323  -0.07
C 0.91890 -1.80685 0.85283  -0.19
N 1.02543 -0.65933 -1.10294  -0.07
N 0.99301 0.71647 -0.72649  -0.17
N 0.35517 -1.54913 -0.34648  -0.05
H -0.18509 0.53436 1.70697  0.10
H -1.42385 1.76877 1.30739  0.08
H -0.70857 2.06715 -1.03043  0.14
H -2.30453 -1.12651 -1.72821  0.12
H -3.28160 0.08809 -1.00693  0.02
H -2.85026 -1.39016 0.05586  0.10
H 1.72978 2.39107 0.01197  0.07
H 2.12705 1.04161 1.05383  0.06
H 2.93343 1.15887 -0.44885  0.08
H 0.30080 -2.40574 1.53677  0.10
H 1.93083 -2.12630 0.70707  0.09
H 1.02385 -0.95731 1.47509  0.03
H 0.66834 -0.75846 -2.05657  0.13

Forces on atoms 1 to 3 (eV/Å):
C 1.31 0.35 1.16
C 2.78 -1.25 0.07
C -0.53 -2.64 -2.01

Below is a 2-piece molecular cluster, C6H13N3O overall at a distorted geometry, with properties calculated with ωB97M-V with the def2-TZVPD basis set.

Values from the calculation:
**Orbital gap**: 8.99 eV
**Energy**: -12950.316 eV
**Energy above the lowest of the compared OMol25 structures with the same formula, charge and spin**: 32.3 kcal/mol
**Highest occupied orbital energy**: -8.292 eV
**SMILES string**: C=C(C)C(N)=O.[H]/N=C/NC

Each line ends with the Löwdin charge.
CARTESIAN COORDINATES (ANGSTROEM)
C 1.49151 -0.92963 -1.52801  -0.09
N 0.07042 -0.68066 -1.57900  -0.07
C -0.50469 -0.05633 -2.64605  -0.35
N 0.17072 0.29067 -3.66590  0.05
H -0.52394 -1.25642 -0.99389  0.08
H -0.39239 0.66659 -4.42142  0.03
H -1.60001 -0.00736 -2.55145  0.13
H 1.93010 -0.44627 -0.65346  0.06
H 1.94947 -0.49998 -2.41613  0.06
H 1.70436 -2.00193 -1.50911  0.08
C -0.74700 1.78877 0.79736  -0.05
C -0.84301 -0.68713 1.47485  -0.49
C -0.05215 0.65230 1.47645  -0.28
N -0.81715 -1.34023 2.66281  0.17
C 1.11414 0.77298 2.09995  0.05
O -1.61675 -1.03061 0.60099  0.03
H -1.44166 -2.11952 2.79664  0.11
H -0.33974 -0.96412 3.46269  0.10
H -0.14903 2.69609 0.85238  0.08
H -0.92924 1.52901 -0.24615  0.07
H -1.72103 1.97260 1.25445  0.09
H 1.63821 1.71489 2.16286  0.07
H 1.60889 -0.06371 2.56915  0.06

Forces on atoms 1 to 3 (eV/Å):
C 0.12 0.03 -0.16
N -0.01 -0.02 -0.03
C -0.23 -1.04 -0.13

Below is a single C6H13N3O2 molecule at a distorted geometry, with properties calculated with ωB97M-V with the def2-TZVPD basis set.

Values from the calculation:
**Orbital gap**: 7.35 eV
**Energy**: -14995.304 eV
**Energy above the lowest of the compared OMol25 structures with the same formula, charge and spin**: 63.4 kcal/mol
**Highest occupied orbital energy**: -7.764 eV
**SMILES string**: C[C@@]1(N)C[NH2+]CCN1C(=O)[O-]

Each line ends with the Löwdin charge.
CARTESIAN COORDINATES (ANGSTROEM)
C 0.53918 1.08676 1.91429  -0.78
C 1.50262 0.61279 -0.23566  -0.26
C 1.72889 -0.89318 -0.02932  -0.07
C -0.90841 -1.16998 0.21291  -0.07
C -1.11503 0.27275 -0.16759  -0.46
C -0.94397 0.55932 -1.69638  -0.04
N 0.38985 1.00933 0.47292  0.00
N -2.24250 0.83196 0.43796  0.09
N 0.44921 -1.66613 -0.35085  0.04
O -0.46385 1.17029 2.63423  -0.04
O 1.70509 1.05936 2.34895  -0.04
H 2.20650 1.31244 0.25183  0.15
H 1.45579 0.78556 -1.27773  0.08
H 2.54039 -1.29783 -0.67948  0.13
H 1.93833 -1.04345 1.05248  0.13
H -0.77847 -1.23374 1.38161  0.18
H -1.63509 -1.89572 -0.19431  0.14
H -1.88018 0.39736 -2.25324  0.08
H -0.05819 -0.00184 -2.23838  0.09
H -0.57911 1.70577 -1.81384  0.14
H -2.08363 0.84644 1.49329  0.11
H -2.39885 1.74747 0.06907  0.08
H 0.22460 -1.49986 -1.30161  0.10
H 0.40683 -2.69587 -0.03117  0.21

Forces on atoms 1 to 3 (eV/Å):
C 0.83 -0.15 0.95
C 1.24 -0.42 0.85
C 1.02 -0.33 0.94

Below is a single C6H13N3O2S2 molecule at a distorted geometry, with properties calculated with ωB97M-V with the def2-TZVPD basis set.

Values from the calculation:
**Orbital gap**: 8.78 eV
**Energy**: -36667.586 eV
**Energy above the lowest of the compared OMol25 structures with the same formula, charge and spin**: 5.0 kcal/mol
**Highest occupied orbital energy**: -8.153 eV
**SMILES string**: CSSN1CCN(NC(=O)O)CC1

Each line ends with the Löwdin charge.
CARTESIAN COORDINATES (ANGSTROEM)
O 0.47064 -2.11998 1.33249  0.07
O -1.09657 -2.85800 2.73657  0.12
S 0.52858 1.87798 -2.53557  0.58
S -0.14017 0.10832 -3.45533  0.44
C -0.46947 -1.88620 2.06128  -0.59
N -1.00921 -0.62832 2.26128  0.12
N 0.16208 1.45217 -0.93849  -0.59
N -0.56810 0.65975 1.73197  -0.12
C 1.36070 -0.96659 -3.35360  -0.45
C -1.18356 1.05219 -0.61373  -0.30
C 1.12355 0.71759 -0.08101  -0.22
C -1.48169 1.44234 0.84633  -0.13
C 0.87779 0.89020 1.43975  -0.12
H -0.66896 -3.68660 2.53008  0.12
H -1.64337 -0.60900 3.02501  0.13
H 2.16159 -0.46103 -3.92547  0.03
H 1.68492 -1.08381 -2.32506  0.01
H 1.17676 -1.94710 -3.80535  0.03
H -1.32761 -0.02826 -0.75632  0.10
H -1.91706 1.59317 -1.28544  0.12
H 1.07702 -0.36102 -0.28578  0.09
H 2.13155 1.04017 -0.35534  0.11
H -1.36177 2.52433 0.90925  0.12
H -2.53010 1.17696 1.11005  0.12
H 1.49111 0.19704 1.99664  0.11
H 1.15133 1.90367 1.73581  0.11

Forces on atoms 1 to 3 (eV/Å):
O 0.09 -0.02 -0.06
O -1.00 0.80 0.82
S -0.70 -1.77 0.72

Below is a single C6H13N3O4 molecule at a distorted geometry, with properties calculated with ωB97M-V with the def2-TZVPD basis set.

Values from the calculation:
**Orbital gap**: 10.60 eV
**Energy**: -19086.280 eV
**Energy above the lowest of the compared OMol25 structures with the same formula, charge and spin**: 17.8 kcal/mol
**Highest occupied orbital energy**: -9.992 eV
**SMILES string**: CC(=O)OCO/N=[N+](\[O-])NC(C)C

Each line ends with the Löwdin charge.
CARTESIAN COORDINATES (ANGSTROEM)
C -0.47810 -2.96500 -0.99232  -0.26
C -2.82576 -3.19033 -1.60930  -0.45
C -2.54839 -2.35241 -2.81715  0.03
C 0.35660 3.27518 1.32811  -0.07
C 2.53904 2.39763 2.47822  -0.03
C 1.53744 2.19818 1.25724  -0.46
N 1.04321 0.85957 1.35694  0.09
N 0.11529 -0.86046 -0.00611  0.11
N 0.48804 0.27860 -0.11169  -0.29
O 0.65888 1.02733 -1.03921  0.03
O -1.74629 -3.35224 -0.68613  0.03
O -0.31649 -1.57154 -1.20058  -0.09
O -3.93807 -3.55377 -1.29294  0.11
H 0.31281 -3.25995 -0.25083  0.15
H -0.16783 -3.38627 -1.92602  0.13
H -1.47425 -2.06686 -2.98731  0.10
H -2.92097 -1.46986 -2.31448  0.10
H -3.26951 -2.65177 -3.57534  0.10
H 0.85662 4.30966 1.34936  0.09
H -0.23371 3.37177 0.42985  0.05
H -0.16500 3.12849 2.32649  0.09
H 2.03230 2.74398 3.46109  0.12
H 3.38262 2.93434 2.25495  0.04
H 2.74443 1.41511 2.73615  0.03
H 2.06846 2.44891 0.33859  0.12
H 1.94864 0.29171 1.49243  0.13

Forces on atoms 1 to 3 (eV/Å):
C 2.06 0.48 0.48
C -0.26 -0.60 1.22
C 0.58 0.28 1.12

Among the records above, which one has the highest energy? number 6

Look up the energy above the lowest of the compared OMol25 structures with the same formula, charge and spin of the fourth one. 49.8 kcal/mol

Among the records above, which one has the lowest energy? C6H13N3O2S2